(1)
{
  "formula": "C15HCl62P",
  "method": "ωB97M-V with the def2-TZVPD basis set",
  "species": ["Cl", "P", "Cl", "H", "C", "Cl", "Cl", "Cl", "Cl", "C", "Cl", "Cl", "Cl", "Cl", "C", "Cl", "Cl", "Cl", "Cl", "C", "Cl", "Cl", "Cl", "Cl", "C", "Cl", "Cl", "Cl", "Cl", "C", "Cl", "Cl", "Cl", "Cl", "C", "Cl", "Cl", "Cl", "Cl", "C", "Cl", "Cl", "Cl", "Cl", "C", "Cl", "Cl", "Cl", "Cl", "C", "Cl", "Cl", "Cl", "Cl", "C", "Cl", "Cl", "Cl", "Cl", "C", "Cl", "Cl", "Cl", "Cl", "C", "Cl", "Cl", "Cl", "Cl", "C", "Cl", "Cl", "Cl", "Cl", "C", "Cl", "Cl", "Cl", "Cl"],
  "xyz": [[2.4713, -5.3018, -1.3049], [1.0138, -4.2705, -2.3201], [-0.6895, -5.2682, -1.7809], [0.8426, -3.2434, -1.3638], [3.8440, -0.1531, -1.0502], [4.0192, 0.9096, -2.4521], [5.4195, -0.4235, -0.3074], [2.7402, 0.5827, 0.1073], [3.1659, -1.7077, -1.5791], [-1.1436, -3.4056, 2.5323], [-1.7307, -5.0117, 2.9706], [-2.4975, -2.3807, 2.0408], [-0.3170, -2.6777, 3.9119], [-0.0056, -3.5590, 1.1907], [-0.2677, 3.2572, 0.9939], [0.5057, 4.7781, 1.4608], [-2.0208, 3.4471, 0.9750], [0.3321, 2.8200, -0.6042], [0.1713, 1.9858, 2.1423], [-3.4024, -9.0443, 3.7556], [-3.7709, -8.5488, 2.1027], [-4.8929, -9.3618, 4.6499], [-2.4030, -10.5002, 3.7238], [-2.5125, -7.7286, 4.5309], [3.2357, -5.0462, 3.7203], [3.0877, -3.2850, 3.7962], [2.8904, -5.5890, 2.0779], [4.8739, -5.5202, 4.1640], [2.0602, -5.7687, 4.8349], [-2.6257, 3.5597, -3.3707], [-3.1427, 4.0100, -4.9904], [-4.0391, 3.2472, -2.3467], [-1.6399, 2.0979, -3.4564], [-1.7132, 4.9039, -2.6474], [-4.0975, -5.7261, -1.3981], [-3.4640, -7.3254, -0.9883], [-3.5361, -4.5640, -0.1932], [-3.5105, -5.2559, -2.9952], [-5.8640, -5.7754, -1.4042], [-6.7849, 5.5706, -6.9493], [-7.0086, 7.3169, -6.7842], [-5.4699, 5.2526, -8.0905], [-6.3771, 4.8787, -5.3812], [-8.2769, 4.8413, -7.5534], [2.4287, 3.7159, -5.2444], [2.3069, 4.5344, -6.8038], [2.3636, 1.9636, -5.4914], [3.9615, 4.1362, -4.4682], [1.0874, 4.2064, -4.2083], [-8.7233, 4.8118, -1.3392], [-9.6480, 3.3082, -1.2869], [-6.9919, 4.4312, -1.3603], [-9.1676, 5.7329, -2.7756], [-9.0645, 5.7791, 0.0990], [4.0675, 1.6849, 4.4602], [5.0991, 1.8162, 5.8881], [3.6777, -0.0160, 4.1698], [2.5808, 2.6016, 4.7228], [4.9091, 2.3214, 3.0457], [4.9952, -7.0558, 8.6468], [6.3599, -7.8658, 7.8654], [4.3353, -8.1016, 9.9091], [5.5474, -5.5391, 9.3671], [3.7517, -6.7157, 7.4410], [7.8810, -1.4330, -4.1886], [7.2195, -0.8579, -5.7235], [6.5621, -1.9452, -3.1343], [8.9684, -2.7929, -4.4863], [8.7755, -0.1220, -3.4075], [-5.4320, 7.8274, 0.8567], [-6.4774, 8.1813, -0.5210], [-6.4194, 7.4893, 2.2827], [-4.4190, 6.4257, 0.4904], [-4.3939, 9.2220, 1.1787], [5.2777, 5.0504, -0.0698], [6.0253, 3.4607, 0.1357], [6.1519, 6.2411, 0.8980], [5.3413, 5.5100, -1.7755], [3.5933, 4.9762, 0.4573]],
  "atomic_forces_ev_per_a": [[0.1, 0.0, 0.1], [-0.2, 0.0, -0.2], [0.6, -0.1, 0.0], [0.1, -0.1, 0.1], [-0.1, 0.1, -0.1], [0.0, 0.0, 0.0], [-0.1, 0.1, 0.1], [0.1, -0.1, 0.1], [0.2, 0.1, 0.0], [0.1, -0.1, 0.0], [0.0, 0.1, 0.0], [0.0, 0.0, 0.1], [-0.2, 0.0, 0.0], [0.0, 0.1, 0.0], [0.2, -0.1, -0.1], [-0.2, 0.1, 0.2], [0.0, 0.0, 0.0], [-0.2, 0.0, -0.1], [0.0, 0.0, 0.0], [0.0, 0.0, -0.1], [-0.1, 0.0, 0.0], [0.1, 0.0, -0.1], [0.0, 0.0, 0.0], [0.0, -0.1, 0.2], [-0.1, 0.0, -0.1], [0.1, -0.1, 0.0], [0.0, 0.0, 0.1], [0.0, 0.0, 0.1], [0.0, 0.0, -0.1], [0.0, 0.1, 0.1], [0.1, 0.0, 0.0], [0.0, -0.1, -0.1], [0.0, 0.1, 0.0], [-0.1, -0.1, -0.1], [0.0, 0.0, 0.0], [0.0, -0.1, -0.1], [-0.2, 0.0, 0.0], [-0.5, 0.0, -0.2], [0.0, 0.0, 0.0], [0.0, 0.0, 0.0], [0.0, 0.0, 0.0], [0.0, 0.0, 0.0], [-0.1, 0.0, 0.0], [0.0, 0.0, 0.0], [0.0, -0.1, 0.0], [0.0, 0.0, 0.0], [0.0, 0.0, 0.0], [-0.1, -0.1, -0.1], [0.1, 0.0, 0.0], [0.1, 0.0, 0.2], [0.0, 0.0, 0.0], [-0.1, 0.1, -0.1], [0.1, 0.0, 0.0], [-0.1, -0.1, 0.0], [0.0, 0.0, 0.0], [0.0, 0.0, 0.0], [0.0, 0.0, 0.0], [0.0, 0.0, 0.0], [0.0, 0.0, 0.0], [0.0, 0.0, 0.0], [0.0, 0.0, 0.0], [0.0, 0.0, 0.0], [0.0, 0.0, 0.0], [0.1, 0.0, 0.1], [0.0, 0.0, 0.0], [0.0, 0.0, 0.0], [0.0, -0.1, -0.1], [0.0, 0.0, 0.0], [0.0, 0.0, 0.0], [0.0, 0.0, 0.0], [0.0, 0.0, 0.0], [0.0, 0.0, 0.0], [0.0, 0.0, 0.0], [0.0, 0.0, 0.0], [0.0, 0.0, 0.0], [0.0, 0.0, -0.1], [0.0, 0.0, 0.0], [0.1, 0.1, 0.1], [0.1, 0.0, -0.1]],
  "lowdin_charge": [0.069, 0.095, 0.074, -0.211, -2.026, 0.508, 0.518, 0.503, 0.497, -2.028, 0.497, 0.521, 0.521, 0.495, -2.025, 0.513, 0.528, 0.484, 0.512, -2.050, 0.499, 0.532, 0.530, 0.496, -2.026, 0.481, 0.499, 0.535, 0.499, -2.021, 0.524, 0.493, 0.514, 0.489, -2.047, 0.498, 0.478, 0.494, 0.537, -2.054, 0.522, 0.518, 0.491, 0.526, -2.039, 0.537, 0.513, 0.496, 0.495, -2.046, 0.534, 0.473, 0.523, 0.510, -2.044, 0.535, 0.493, 0.516, 0.495, -2.055, 0.518, 0.522, 0.521, 0.486, -2.055, 0.522, 0.498, 0.526, 0.520, -2.052, 0.512, 0.520, 0.495, 0.527, -2.036, 0.497, 0.537, 0.510, 0.496],
  "e_lumo_ev": -0.1
}

***

(2)
{
  "formula": "C6H10BClO2",
  "method": "ωB97M-V with the def2-TZVPD basis set",
  "species": ["B", "C", "C", "C", "C", "C", "C", "O", "O", "Cl", "H", "H", "H", "H", "H", "H", "H", "H", "H", "H"],
  "xyz": [[1.0213, 0.0232, -0.3005], [-3.7373, -0.0575, 0.9964], [0.3416, -1.0906, -1.0537], [-2.8681, -0.8348, 0.3227], [-2.0305, -0.3956, -0.6617], [3.1248, -1.3161, -0.7997], [0.8937, 2.2562, 0.6134], [2.4363, -0.2343, -0.0565], [0.3113, 1.0242, 0.3348], [-2.2258, 1.0055, -1.4694], [-4.2648, -0.4987, 1.9403], [-3.6308, 1.0216, 0.9672], [0.0637, -2.1708, -0.9573], [-2.6967, -1.7997, 0.8051], [3.3270, -1.0597, -1.8185], [2.7057, -2.3475, -0.7799], [4.0858, -1.5058, -0.3590], [2.0279, 2.2625, 0.5115], [0.6664, 2.6189, 1.6735], [0.4484, 3.0988, 0.0914]],
  "atomic_forces_ev_per_a": [[0.9, -2.6, 1.0], [0.1, -0.5, 2.8], [-2.2, -0.3, -0.1], [-2.1, -0.7, 1.9], [4.6, -0.7, -1.4], [-0.6, 0.1, 1.0], [1.4, 1.5, 2.1], [-0.6, -0.5, -1.3], [0.4, 0.1, -0.5], [-0.9, 0.8, -0.4], [0.8, 0.9, -2.0], [-0.8, 0.1, -0.5], [0.6, 1.3, 0.1], [-0.1, -0.2, -0.8], [-0.3, 0.4, -0.7], [-0.8, 0.9, 0.2], [0.5, 0.5, 0.6], [-1.4, 0.0, -0.1], [0.4, -1.1, -0.9], [0.0, -0.2, -1.0]],
  "nbo_charge": [0.919, -0.169, -0.499, -0.424, 0.065, -0.247, -0.250, -0.725, -0.723, 0.143, 0.211, 0.207, 0.180, 0.242, 0.183, 0.177, 0.184, 0.191, 0.167, 0.169],
  "e_lumo_ev": -1.8
}

***

(3)
{
  "formula": "C16H21O3Tc",
  "method": "ωB97M-V with the def2-TZVPD basis set",
  "species": ["Tc", "C", "C", "C", "H", "C", "C", "H", "H", "H", "H", "C", "C", "C", "H", "C", "C", "H", "H", "H", "H", "O", "C", "C", "C", "C", "C", "H", "H", "H", "H", "H", "H", "H", "H", "H", "H", "O", "C", "O", "H"],
  "xyz": [[0.0272, 0.2269, 1.0214], [1.8440, 0.4254, 2.5026], [2.3179, -0.4073, 1.4640], [2.3576, 0.3460, 0.2840], [2.5401, -1.4540, 1.5584], [1.8992, 1.6473, 0.5669], [1.6127, 1.7011, 1.9499], [1.2716, 2.5653, 2.4906], [1.6852, 0.1287, 3.5248], [2.6377, -0.0261, -0.6860], [1.8049, 2.4588, -0.1349], [-2.1243, 0.3052, 2.1080], [-1.4273, 1.4582, 2.4932], [-1.2081, 2.2417, 1.3357], [-1.0960, 1.6919, 3.4909], [-1.7540, 1.5613, 0.2351], [-2.3148, 0.3522, 0.7150], [-2.7600, -0.4263, 0.1222], [-2.3852, -0.5178, 2.7471], [-0.7030, 3.1908, 1.2960], [-1.7645, 1.9195, -0.7789], [-0.0563, -0.7571, -0.9764], [-0.1719, -0.3988, -2.4174], [0.5180, -1.7217, -2.7846], [0.5772, 0.8640, -2.7439], [-1.6246, -0.3436, -2.8243], [0.4320, -2.0907, -1.3102], [1.5329, -1.5924, -3.1508], [-0.0355, -2.3583, -3.4690], [-0.3037, -2.8414, -1.0403], [1.3630, -2.3085, -0.7972], [0.5632, 1.0300, -3.8206], [1.6130, 0.8084, -2.4222], [0.1175, 1.7236, -2.2622], [-1.7219, -0.6212, -3.8736], [-2.0404, 0.6521, -2.7005], [-2.2172, -1.0377, -2.2327], [-0.1959, -1.3843, 3.7005], [-0.2497, -2.1505, 2.6382], [-0.1897, -1.6439, 1.4218], [-0.3703, -3.2177, 2.7612]],
  "atomic_forces_ev_per_a": [[0.4, 0.2, 0.8], [0.4, 0.4, 0.7], [0.0, 0.3, -0.2], [1.0, 0.0, -0.5], [0.0, -0.2, 0.0], [0.5, 0.7, -0.3], [0.7, 0.4, 0.3], [-0.1, 0.1, 0.1], [0.0, 0.0, 0.0], [0.1, -0.1, -0.1], [0.1, 0.1, -0.1], [-0.1, 0.5, 0.6], [-1.0, 0.6, 0.6], [-0.5, 0.7, 0.3], [0.1, -0.1, 0.1], [-0.6, 0.4, -0.5], [-0.2, 0.2, -0.6], [-0.1, -0.1, -0.1], [0.0, 0.0, 0.1], [0.1, 0.1, 0.0], [-0.1, 0.0, -0.1], [0.1, -0.9, -2.1], [0.2, -0.4, 0.7], [0.0, -0.1, -0.1], [0.1, 0.1, 0.0], [-0.2, 0.0, -0.2], [-0.2, 0.5, 0.2], [0.1, 0.0, 0.0], [-0.1, -0.1, -0.1], [-0.1, -0.2, 0.0], [0.1, 0.0, 0.1], [0.0, 0.0, -0.2], [0.1, 0.0, 0.1], [0.0, 0.0, 0.1], [0.0, 0.0, -0.2], [-0.1, 0.1, 0.1], [0.0, -0.1, 0.0], [-0.3, -3.7, -3.3], [0.4, 5.5, 2.2], [-0.6, -4.6, 2.1], [0.0, -0.5, -0.3]],
  "nbo_charge": [0.633, -0.326, -0.264, -0.332, 0.213, -0.354, -0.302, 0.216, 0.249, 0.198, 0.213, -0.267, -0.315, -0.318, 0.223, -0.359, -0.302, 0.203, 0.228, 0.212, 0.203, -0.545, 0.292, -0.458, -0.630, -0.632, -0.043, 0.203, 0.195, 0.183, 0.192, 0.199, 0.223, 0.232, 0.197, 0.217, 0.227, -0.713, 0.604, -0.690, 0.098],
  "multiplicity": 4,
  "e_lumo_ev": [2.9, 2.9],
  "total_charge": -1
}

***

(4)
{
  "formula": "C20H38O6",
  "method": "ωB97M-V with the def2-TZVPD basis set",
  "species": ["C", "C", "C", "O", "C", "H", "H", "H", "H", "H", "H", "H", "H", "C", "C", "C", "O", "C", "H", "H", "H", "H", "H", "H", "H", "H", "C", "C", "C", "O", "C", "H", "H", "H", "H", "H", "H", "H", "H", "C", "C", "C", "O", "C", "H", "H", "H", "H", "H", "H", "H", "H", "O", "C", "O", "C", "C", "C", "H", "H", "H", "H", "H", "H"],
  "xyz": [[2.0650, 2.2439, 1.8508], [1.3795, 3.5846, 2.1778], [2.3066, 4.5666, 1.4590], [3.5701, 3.9384, 1.2855], [3.3537, 2.5416, 1.0411], [1.2858, 1.6176, 1.4164], [2.2370, 1.5665, 2.6872], [1.3842, 3.7712, 3.2517], [0.3432, 3.5721, 1.8400], [2.4329, 5.4006, 2.1494], [1.8889, 4.9398, 0.5239], [4.2422, 1.9248, 1.1764], [3.0436, 2.3957, 0.0064], [-2.2883, -3.8046, -3.1843], [-1.9349, -2.4871, -2.4279], [-0.6165, -2.8357, -1.7345], [-0.2308, -4.0721, -2.2950], [-1.3116, -4.8408, -2.6193], [-1.9718, -3.5020, -4.1825], [-3.3282, -4.1182, -3.2755], [-2.7865, -2.3604, -1.7594], [-1.8967, -1.6719, -3.1505], [-0.8271, -2.8622, -0.6654], [0.1818, -2.0973, -1.8091], [-1.8419, -5.3777, -1.8329], [-1.0260, -5.7314, -3.1792], [0.6572, -2.1378, 1.4245], [1.5162, -1.0284, 2.0193], [0.5635, 0.1765, 2.2627], [-0.6974, -0.3497, 1.7689], [-0.7766, -1.7727, 1.6445], [0.8725, -3.0385, 1.9994], [0.9709, -2.5939, 0.4856], [2.3968, -0.7288, 1.4511], [1.9094, -1.3579, 2.9811], [0.9801, 1.0208, 1.7134], [0.5277, 0.3175, 3.3429], [-1.4340, -2.1082, 0.8424], [-1.0474, -2.2327, 2.5949], [-2.4207, 0.1187, 0.6061], [-3.1753, 0.9267, -0.4596], [-2.1416, 1.9994, -0.8544], [-1.4667, 2.3078, 0.3210], [-1.2592, 1.0686, 1.0288], [-1.9501, -0.7935, 0.2393], [-3.1191, -0.2600, 1.3524], [-3.9417, 1.4271, 0.1322], [-3.4931, 0.3805, -1.3478], [-2.6567, 2.8057, -1.3765], [-1.4086, 1.6740, -1.5925], [-1.1613, 1.2580, 2.0977], [-0.2688, 0.7580, 0.6960], [-0.9977, -1.2090, -1.0381], [-0.1104, -0.3798, -1.1907], [-0.1803, 0.6142, -2.0422], [1.0865, 1.2696, -2.2136], [1.7560, 1.1194, -0.8050], [1.1738, -0.2481, -0.4217], [0.8604, 2.2982, -2.4948], [1.6981, 0.7307, -2.9373], [1.3362, 1.8751, -0.1409], [2.8303, 1.2121, -0.6456], [1.0706, -0.4263, 0.6487], [1.8463, -0.9958, -0.8421]],
  "atomic_forces_ev_per_a": [[1.7, 0.6, 0.9], [0.8, -0.8, 0.0], [-0.2, 0.4, 0.8], [0.4, -0.2, 0.1], [-1.8, 1.4, -0.1], [4.3, 7.4, -4.1], [0.7, 0.8, 0.6], [0.0, 0.0, 0.0], [0.0, 0.2, -0.2], [0.4, 0.3, -0.4], [0.1, -0.1, -0.2], [0.0, 0.3, 0.6], [1.0, 1.3, 0.6], [0.8, 0.4, -1.8], [-1.8, -2.4, -1.2], [0.3, -3.4, -1.3], [2.1, -0.8, 0.6], [-1.9, -0.4, -0.4], [0.0, -0.8, -0.5], [0.0, 0.2, 0.5], [0.4, 0.7, 0.4], [0.1, 0.0, 0.3], [0.5, -2.2, -0.3], [0.8, -2.9, -1.6], [0.1, 0.4, 1.3], [0.3, 0.6, -1.0], [1.6, -3.0, 0.7], [1.0, -0.5, 2.5], [-0.7, -5.9, 2.3], [2.9, -7.2, 5.7], [1.5, -0.4, 1.1], [-0.1, -0.1, 0.6], [-0.3, 1.0, -0.6], [0.2, -0.3, 0.2], [0.0, -0.1, 0.1], [-4.8, -6.8, 3.4], [-0.3, 0.5, 0.0], [0.2, 0.2, 0.7], [-0.6, 0.2, 0.1], [-1.1, 0.9, -1.3], [1.1, 0.1, 0.4], [-0.9, -0.3, -1.1], [-0.6, 2.2, 0.4], [-2.3, 3.3, -2.5], [-1.4, 1.5, -0.1], [0.2, 0.6, 0.7], [-0.6, 0.1, -0.8], [-0.5, -0.1, 0.3], [0.0, 0.8, 0.7], [-1.2, 0.1, 0.4], [-1.0, 2.0, -0.5], [-1.3, 2.1, -1.9], [1.0, 10.0, 1.9], [-0.9, 0.2, 2.2], [0.8, -0.6, -2.4], [1.1, 0.1, 1.2], [-2.0, -0.5, -0.9], [0.6, 0.2, -1.3], [0.2, -0.2, -0.1], [-0.3, 0.2, -0.4], [-0.3, -0.1, -0.9], [-0.4, -1.0, -1.4], [-0.2, 0.6, -3.1], [0.2, -0.5, 0.2]],
  "nbo_charge": [-0.364, -0.450, -0.073, -0.522, -0.084, 0.174, 0.195, 0.212, 0.246, 0.193, 0.170, 0.199, 0.162, -0.444, -0.401, -0.069, -0.537, -0.069, 0.191, 0.205, 0.200, 0.208, 0.171, 0.167, 0.136, 0.186, -0.472, -0.484, -0.094, -0.559, -0.063, 0.228, 0.236, 0.213, 0.226, 0.177, 0.216, 0.226, 0.182, -0.448, -0.434, -0.094, -0.600, -0.089, 0.235, 0.200, 0.202, 0.210, 0.167, 0.184, 0.195, 0.184, -0.627, 0.892, -0.503, -0.061, -0.436, -0.622, 0.213, 0.187, 0.219, 0.223, 0.326, 0.242],
  "e_lumo_ev": 0.5
}